CH4NO4P | ωB97M-V with the def2-TZVPD basis set

Its gap between HOMO and LUMO is 3.28 eV. Its electronic energy is -737.62691 Eh. Its energy above the lowest of the compared OMol25 structures with the same formula, charge and spin is 0.0 kJ/mol. As for the net charge: -2.

The geometry in XYZ format:
```
11
Properties=species:S:1:pos:R:3:lowdin_charge:R:1
C -2.1901 0.4875 1.3238 -0.4180
N -3.1052 1.3556 1.2638 0.0717
O -5.6881 -0.4845 4.1101 -0.3592
O -3.2669 0.2865 4.4362 -0.3563
O -5.1332 1.3439 5.8369 -0.3631
O -1.8701 -0.3669 2.2938 -0.0035
P -4.7125 0.3884 4.7931 0.2710
H -1.5327 0.3901 0.4598 0.0997
H 10.0677 -2.7366 -8.3543 -1.0000
H -3.6850 1.3851 2.1052 0.0210
H -2.4504 -0.2061 3.0945 0.0366
```


C5H10NO2 | ωB97M-V with the def2-TZVPD basis set

Its gap between HOMO and LUMO is 5.41 eV. Its electronic energy is -401.58410 Eh. Its energy above the lowest of the compared OMol25 structures with the same formula, charge and spin is 637.3 kJ/mol. As for the net charge: -1.

The geometry in XYZ format:
```
18
Properties=species:S:1:pos:R:3:lowdin_charge:R:1
O -2.8902 1.3809 -0.8700 -0.1514
C -2.5327 0.2283 -1.2103 -0.7100
O -2.7455 -0.8236 -0.5737 -0.1318
C 2.0212 0.5700 -0.1260 -0.4505
C 0.5471 -0.1254 -0.1217 -0.4197
C 0.6543 -1.5348 0.4523 -0.0813
C -0.4285 0.7427 0.6254 -0.1364
N 2.8836 0.2198 -0.9436 0.1465
H -1.9801 0.1967 -2.1863 0.0918
H 0.3068 -0.1152 -1.1850 0.1148
H 0.0131 -2.1768 -0.1464 0.0806
H 1.6647 -1.9340 0.4228 0.0567
H 0.3735 -1.4416 1.5010 0.0727
H -1.2724 0.1704 1.0020 0.0721
H -0.7967 1.6108 0.0893 0.0685
H 0.0433 1.0942 1.5625 0.0670
H 1.8091 1.5568 0.3096 0.1287
H 2.3292 0.3810 1.3980 0.1818
```


C22H17F4IrN6S | ωB97M-V with the def2-TZVPD basis set

The spin multiplicity is 2. Its gap between HOMO and LUMO (alpha / beta) is 5.65 / 5.09 eV. Its electronic energy is -2078.00907 Eh. Its energy above the lowest of the compared OMol25 structures with the same formula, charge and spin is 0.0 kJ/mol. As for the net charge: +3.

The geometry in XYZ format:
```
51
Properties=species:S:1:pos:R:3:lowdin_charge:R:1
Ir 0.2299 -0.3923 0.0979 1.4649
C 3.2268 -0.4655 0.4476 -0.0385
N 2.2663 0.1018 -0.5169 -0.3621
C 2.4621 -0.4623 -1.8646 -0.0269
C 2.3023 1.5819 -0.5031 -0.1531
C 1.1301 2.2006 -1.2351 -0.1721
N -0.1005 1.5228 -0.8682 -0.0202
C -1.3153 1.9745 -1.1650 -0.1154
C -2.4393 1.1610 -0.8188 -0.1130
F -2.1667 -0.0525 -0.2778 0.0312
C -3.7313 1.5533 -1.0188 -0.1792
F -4.7122 0.7539 -0.6757 0.1858
C -4.0090 2.8065 -1.5855 0.2045
C -2.9519 3.6332 -1.9443 -0.1758
F -3.1850 4.8172 -2.4516 0.1936
C -1.6382 3.2335 -1.7769 -0.0886
F -0.6761 4.0346 -2.1728 0.1812
H 4.2534 -0.2330 0.1502 0.1269
H 3.1314 -1.5495 0.4789 0.1044
H 3.0553 -0.0565 1.4409 0.0986
H 3.4439 -0.1772 -2.2537 0.1337
H 1.7060 -0.0950 -2.5587 0.0992
H 2.4218 -1.5495 -1.8270 0.1059
H 3.2305 1.9390 -0.9594 0.1618
H 2.3001 1.9057 0.5384 0.1353
H 1.2641 2.1544 -2.3217 0.1481
H 1.1139 3.2633 -0.9877 0.1478
H -5.0338 3.1230 -1.7429 0.1774
S -0.0470 -5.4914 5.6676 1.1712
N -0.0426 -3.8905 5.7301 -0.1834
C -0.0744 -3.4284 4.4988 -0.2892
C -0.0524 -2.0467 4.0990 -0.0425
C -0.0612 -0.9661 4.9928 0.0915
C -0.0203 0.3206 4.4922 0.0256
C 0.0513 0.5105 3.1165 -0.0661
N 0.0587 -0.5103 2.2661 -0.0102
C -0.0217 -1.7793 2.7251 -0.1347
C -0.1205 -2.8316 1.7527 -0.1440
N -0.2071 -2.4558 0.4603 -0.0545
C -0.3823 -3.3696 -0.4923 -0.0677
C -0.4225 -4.7295 -0.2068 0.0270
C -0.2963 -5.1435 1.1061 0.0932
C -0.1665 -4.1804 2.1178 -0.0438
C -0.1000 -4.4813 3.5225 -0.2890
N -0.0831 -5.6746 4.0759 -0.1822
H -0.1130 -1.1606 6.0569 0.1505
H -0.0434 1.1774 5.1502 0.1395
H 0.0882 1.5082 2.6981 0.1311
H -0.5031 -3.0150 -1.5093 0.1327
H -0.5596 -5.4446 -1.0052 0.1394
H -0.3139 -6.1927 1.3743 0.1503
```


C4H3F5O | ωB97M-V with the def2-TZVPD basis set

Its gap between HOMO and LUMO is 11.62 eV. Its electronic energy is -728.71614 Eh. Its energy above the lowest of the compared OMol25 structures with the same formula, charge and spin is 49.2 kJ/mol.

The geometry in XYZ format:
```
13
Properties=species:S:1:pos:R:3:lowdin_charge:R:1
C 0.6287 0.0072 0.5875 -0.0769
C -1.0829 0.0974 -0.7006 -0.0200
C 0.2843 1.3241 -0.2009 -0.3826
C -2.5683 0.2746 -0.1192 -0.6769
O -0.3612 -0.8720 0.0341 -0.0989
F 0.0400 2.2608 0.6803 0.1274
F 1.0581 1.8425 -1.1409 0.1336
F -3.1968 -0.8532 -0.3707 0.1727
F -2.6194 0.5721 1.1324 0.2020
F -3.2086 1.2648 -0.7142 0.1579
H 1.6660 -0.4098 0.5595 0.1362
H 0.3052 0.2664 1.6761 0.1558
H -1.1207 -0.2207 -1.8069 0.1696
```


C4H9NO2 | ωB97M-V with the def2-TZVPD basis set

Its gap between HOMO and LUMO is 10.81 eV. Its SMILES is C/N=C/OCCO. Its electronic energy is -363.01724 Eh. Its energy above the lowest of the compared OMol25 structures with the same formula, charge and spin is 179.3 kJ/mol.

The geometry in XYZ format:
```
16
Properties=species:S:1:pos:R:3:lowdin_charge:R:1
C -1.3388 2.1079 -0.3765 -0.1182
N -0.7689 0.7766 -0.3970 -0.0138
C -1.1797 -0.0768 0.4485 -0.2386
O -0.6645 -1.2886 0.6422 -0.0529
C 0.4806 -1.7317 -0.1137 -0.1426
C 1.7174 -0.8401 -0.0034 -0.2647
O 1.8322 0.1303 -1.0044 -0.0880
H -0.5661 2.8023 -0.0274 0.0821
H -1.6224 2.4173 -1.3874 0.0772
H -2.2157 2.2135 0.2785 0.0744
H -2.0088 0.0900 1.1427 0.1451
H 0.6884 -2.7111 0.3252 0.1239
H 0.1988 -1.8563 -1.1647 0.1332
H 1.7260 -0.4139 1.0142 0.1246
H 2.6017 -1.4809 -0.0886 0.1196
H 0.9629 0.5766 -1.0298 0.0387
```


C20H20N2O5 | ωB97M-V with the def2-TZVPD basis set

Its gap between HOMO and LUMO is 8.92 eV. Its SMILES is CC(=O)c1cccc(OCc2cc(C(=O)N(C)Cc3ccc(C)o3)no2)c1. Its electronic energy is -1259.77971 Eh. Its energy above the lowest of the compared OMol25 structures with the same formula, charge and spin is 346.4 kJ/mol.

The geometry in XYZ format:
```
47
Properties=species:S:1:pos:R:3:lowdin_charge:R:1
C 2.5398 -1.7925 2.4020 -0.0052
C 3.2496 -2.6635 1.4042 -0.3971
O 4.4565 -2.6862 1.3081 0.0859
C 2.3964 -3.4836 0.4950 -0.1369
C 2.9825 -4.0031 -0.6588 -0.0134
C 2.2307 -4.7253 -1.5648 -0.0560
C 0.8795 -4.9300 -1.3438 0.0018
C 0.2890 -4.4241 -0.1922 -0.2662
O -1.0658 -4.5964 0.0649 -0.0468
C -1.9113 -3.9337 -0.8557 -0.1061
C -1.5141 -2.4975 -0.9710 -0.2231
C -1.1661 -1.5878 -0.0144 0.0670
C -0.6932 -0.4760 -0.7570 -0.1683
C -0.0459 0.6964 -0.1124 -0.3896
O 0.5034 0.5195 0.9674 0.0518
N -0.0658 1.8881 -0.7304 -0.0732
C -0.7052 2.1954 -1.9840 -0.0246
C 0.5701 3.0182 -0.0626 -0.0629
C -0.4386 3.9038 0.5888 -0.2517
C -1.0245 3.8501 1.8168 -0.0061
C -1.9412 4.9297 1.8667 -0.0230
C -1.8547 5.5657 0.6646 -0.3271
C -2.5577 6.7583 0.1230 -0.0111
O -0.9460 4.9436 -0.1199 0.0720
N -0.7744 -0.7254 -2.0423 0.1141
O -1.2725 -1.9723 -2.1833 0.0397
C 1.0452 -3.7132 0.7287 0.0472
H 3.2732 -1.2156 2.9596 0.0878
H 1.8573 -1.1115 1.8936 0.0627
H 1.9664 -2.4031 3.0958 0.0864
H 4.0327 -3.8190 -0.8277 0.1171
H 2.6924 -5.1251 -2.4551 0.1074
H 0.2862 -5.4841 -2.0559 0.1206
H -2.9209 -4.0366 -0.4482 0.1409
H -1.8751 -4.3916 -1.8530 0.1331
H -1.2302 -1.6704 1.0483 0.1297
H 0.0506 2.4484 -2.7317 0.1017
H -1.3667 3.0543 -1.8535 0.0923
H -1.2711 1.3429 -2.3447 0.0702
H 1.1379 3.5851 -0.8051 0.1380
H 1.2409 2.6102 0.6963 0.1314
H -0.8220 3.1327 2.5849 0.1127
H -2.5749 5.1965 2.6875 0.1068
H -3.2367 7.1530 0.8723 0.0831
H -3.1249 6.4960 -0.7696 0.0831
H -1.8399 7.5304 -0.1512 0.0839
H 0.5594 -3.3509 1.6193 0.1198
```


C15H17N3O5S | ωB97M-V with the def2-TZVPD basis set

Its gap between HOMO and LUMO is 9.50 eV. Its SMILES is Cc1cc(NC(=O)c2cccc(S(=O)(=O)N3CCOCC3)c2)no1. Its electronic energy is -1520.41526 Eh. Its energy above the lowest of the compared OMol25 structures with the same formula, charge and spin is 136.1 kJ/mol.

The geometry in XYZ format:
```
41
Properties=species:S:1:pos:R:3:lowdin_charge:R:1
C 0.5393 4.5506 -5.8756 -0.0004
C 0.3298 3.1938 -5.3178 -0.3116
C 0.2721 2.7299 -4.0350 0.0580
C 0.0456 1.3393 -4.1996 -0.3024
N -0.0957 0.3548 -3.2448 0.1618
C -0.0746 0.5459 -1.8920 -0.4127
O 0.0694 1.6258 -1.3649 0.0994
C -0.2504 -0.7105 -1.1006 -0.1161
C 0.2907 -1.9329 -1.4919 -0.0170
C 0.1340 -3.0555 -0.6949 -0.0475
C -0.5588 -2.9671 0.5021 -0.0486
C -1.0869 -1.7496 0.8880 -0.2480
S -1.8834 -1.6040 2.4915 0.6659
O -2.8628 -0.5635 2.4362 -0.2690
O -2.2680 -2.9114 2.9308 -0.2775
N -0.6674 -1.0868 3.5027 -0.2352
C 0.3942 -2.0311 3.7609 -0.1740
C 1.1714 -1.5465 4.9882 -0.1833
O 1.6635 -0.2422 4.7896 -0.1257
C 0.6150 0.6669 4.5432 -0.1803
C -0.1830 0.2598 3.3014 -0.1712
C -0.9356 -0.6227 0.1086 0.0068
N -0.0207 1.0216 -5.4728 0.0977
O 0.1551 2.1699 -6.1706 0.0022
H 0.6655 5.2642 -5.0677 0.0872
H -0.3151 4.8400 -6.4853 0.0897
H 1.4229 4.5616 -6.5116 0.0895
H 0.3673 3.2617 -3.1143 0.1051
H -0.2809 -0.5639 -3.6218 0.1474
H 0.8600 -2.0093 -2.4072 0.1169
H 0.5571 -3.9984 -1.0059 0.1113
H -0.7082 -3.8239 1.1398 0.1163
H -0.0672 -3.0007 3.9451 0.1228
H 1.0786 -2.1012 2.9001 0.1330
H 2.0424 -2.1781 5.1694 0.1297
H 0.5078 -1.5686 5.8644 0.1321
H 1.0832 1.6414 4.3986 0.1306
H -0.0603 0.7032 5.4098 0.1320
H -1.0508 0.9037 3.1640 0.1247
H 0.4681 0.3183 2.4152 0.1326
H -1.3636 0.3156 0.4246 0.1276
```


C28H72CrF12N8O17S4 | ωB97M-V with the def2-TZVPD basis set

The spin multiplicity is 4. Its gap between HOMO and LUMO (alpha / beta) is 4.56 / 5.77 eV. Its electronic energy is -6662.36307 Eh. As for the net charge: +1.

The geometry in XYZ format:
```
142
Properties=species:S:1:pos:R:3:lowdin_charge:R:1
Cr 0.9005 0.0477 -3.5008 1.0113
C 3.5436 -3.0301 -5.1658 -0.6928
F 3.8965 -3.7711 -6.1813 0.2010
F 3.2379 -3.7933 -4.1489 0.1702
F 4.4916 -2.1894 -4.8472 0.1813
S 1.9556 -2.0791 -5.7180 0.7183
O 2.4117 -0.7845 -6.1656 -0.2965
O 1.2932 -2.8594 -6.7146 -0.2244
N 1.0617 -1.7680 -4.2481 -0.3861
S 0.0549 -3.0384 -4.1409 0.6295
O 0.5775 -4.3157 -4.5903 -0.2353
O -0.4853 -3.0743 -2.8072 -0.2667
C -1.4381 -2.7098 -5.2945 -0.6562
F -2.5084 -2.3426 -4.5995 0.1379
F -1.1746 -1.7531 -6.1838 0.1327
F -1.7016 -3.8623 -5.8622 0.1864
C -0.0421 1.3740 0.3309 -0.6678
F 1.1501 1.6911 0.7929 0.1578
F -0.9214 1.4876 1.2789 0.1898
F -0.3380 2.1503 -0.6982 0.1406
S 0.0157 -0.4539 -0.2880 0.7552
O 0.3759 -1.2650 0.8289 -0.2151
O -1.2555 -0.6706 -0.9181 -0.2735
N 1.2344 -0.3998 -1.6425 -0.3430
S 2.4235 -1.4997 -1.3662 0.6353
O 1.9666 -2.8070 -1.0054 -0.2182
O 3.3022 -1.4295 -2.5163 -0.3053
C 3.4714 -0.8230 0.0703 -0.6829
F 4.7476 -0.9414 -0.2158 0.1760
F 3.1958 0.4544 0.2565 0.1377
F 3.2311 -1.5047 1.1629 0.1853
O -1.2004 0.0153 -3.4443 -0.0917
H -1.6701 0.3848 -4.2088 0.1088
H -1.9110 -0.4303 -2.9063 0.0540
O 2.7626 0.8002 -3.8147 -0.0636
H 3.5241 0.7807 -3.2133 0.1102
H 3.1084 1.1019 -4.6727 0.1236
O 0.5920 2.0127 -3.0147 -0.1193
H 1.3157 2.5442 -2.5702 0.0454
H -0.1882 2.5825 -2.9963 0.1010
C 2.4825 4.8467 -3.3708 -0.0527
C 2.5397 4.8289 -1.8446 -0.3909
C 1.2753 5.4506 -1.2518 -0.1894
O 1.4449 5.3653 0.1643 -0.1887
C 0.3394 5.9358 0.8269 -0.1026
N 2.5305 3.4243 -1.3862 0.0491
H 3.2982 4.2811 -3.8246 0.0798
H 2.5885 5.8694 -3.7368 0.0910
H 1.5305 4.4585 -3.7309 0.0672
H 3.3937 5.4249 -1.5154 0.1500
H 0.3807 4.8902 -1.5395 0.1212
H 1.2304 6.5102 -1.5139 0.1390
H 0.2939 7.0175 0.6808 0.1004
H 0.4008 5.7658 1.9044 0.0753
H -0.6304 5.4730 0.6063 0.0915
H 3.3491 2.8633 -1.5923 0.0888
H 2.4960 3.5120 -0.3698 0.0851
C -1.6307 -0.3627 4.1892 -0.0662
C -0.5105 -0.4040 5.2056 -0.4218
C -0.0701 0.9602 5.7350 -0.2076
O 0.6293 1.6296 4.7018 -0.1939
C 1.1294 2.8771 5.1387 -0.1305
N -0.9132 -1.2545 6.3239 0.0374
H -1.4170 0.3352 3.3717 0.0522
H -2.5746 -0.0499 4.6459 0.0813
H -1.8361 -1.3563 3.7897 0.0732
H 0.4028 -0.7515 4.7156 0.1437
H 0.5558 0.9017 6.6298 0.1256
H -0.9463 1.5513 6.0407 0.1266
H 1.8142 2.6542 5.9673 0.0915
H 0.3677 3.5081 5.6047 0.0784
H 1.6879 3.4800 4.4290 0.0869
H -1.7929 -1.0146 6.7576 0.0732
H -0.9633 -2.2359 6.0923 0.0722
C 5.5431 -4.1634 -0.5458 -0.0573
C 6.6231 -5.2275 -0.6876 -0.4470
C 6.1818 -6.2821 -1.6956 -0.2059
O 5.1331 -7.0948 -1.2271 -0.1919
C 5.3028 -7.8938 -0.0828 -0.0983
N 7.8698 -4.6525 -1.2080 0.0351
H 4.7208 -4.3487 0.1435 0.0835
H 5.0577 -4.0020 -1.5167 0.0721
H 5.9954 -3.1919 -0.3274 0.0633
H 6.7366 -5.6032 0.3376 0.1233
H 7.0340 -6.9398 -1.9290 0.1233
H 5.8695 -5.8238 -2.6309 0.1264
H 4.3811 -8.4326 0.1093 0.0907
H 5.6220 -7.2839 0.7676 0.0754
H 6.1094 -8.6113 -0.2914 0.0917
H 8.2361 -3.9618 -0.5599 0.0705
H 8.5249 -5.4310 -1.1603 0.0730
C -5.4292 0.8901 -3.6655 -0.0572
C -4.7233 0.4698 -2.3944 -0.4056
C -5.7128 0.2350 -1.2231 -0.1572
O -5.0071 -0.1333 -0.0541 -0.2313
C -4.1821 0.8034 0.5887 -0.0856
N -3.9138 -0.7585 -2.6307 0.0487
H -6.1842 0.1568 -3.9568 0.0888
H -4.7886 0.9485 -4.5492 0.0726
H -5.8603 1.8861 -3.5567 0.0837
H -3.9346 1.1710 -2.1108 0.1216
H -6.3884 -0.5843 -1.4516 0.1382
H -6.2508 1.1790 -1.0877 0.1307
H -3.3612 1.1147 -0.0592 0.0637
H -3.8550 0.3684 1.5298 0.0951
H -4.7507 1.6986 0.8720 0.0984
H -4.4709 -1.5612 -2.9140 0.0980
H -3.5852 -1.0451 -1.7099 0.0418
C -3.9545 -4.0165 2.1041 -0.0595
C -3.3177 -3.5940 0.7691 -0.4246
C -2.5541 -4.7345 0.0748 -0.2020
O -1.6678 -5.4476 0.9024 -0.1881
C -0.3624 -4.9154 1.0044 -0.0859
N -4.3292 -2.9907 -0.1131 0.0592
H -3.2008 -4.2795 2.8478 0.0738
H -4.5263 -4.9427 1.9637 0.0842
H -4.6617 -3.2834 2.4902 0.0730
H -2.5595 -2.8549 1.0623 0.1158
H -2.0099 -4.3835 -0.8077 0.1127
H -3.3300 -5.4250 -0.2686 0.1270
H 0.2624 -5.1508 0.1360 0.0905
H 0.0321 -5.3109 1.9384 0.0931
H -0.4365 -3.8223 1.0346 0.0640
H -4.3633 -1.9786 -0.0238 0.0281
H -5.2016 -3.3531 0.2526 0.0704
C -2.0434 7.4040 5.2870 -0.0541
C -3.1239 7.1016 4.2501 -0.4375
C -3.0088 5.6997 3.6773 -0.2007
O -1.6889 5.4233 3.2023 -0.2048
C -1.3253 4.0703 3.3728 -0.1113
N -4.4394 7.2575 4.8941 0.0211
H -1.0714 7.5354 4.8183 0.0753
H -1.9888 6.5425 5.9610 0.0821
H -2.3265 8.2808 5.8652 0.0823
H -3.1272 7.9331 3.5388 0.1367
H -3.7329 5.4800 2.8815 0.1250
H -3.2763 4.9625 4.4462 0.1198
H -0.2531 4.0295 3.1713 0.0683
H -1.8132 3.4269 2.6345 0.0835
H -1.4384 3.7350 4.4049 0.0828
H -5.2039 6.7669 4.4348 0.0684
H -4.3842 6.7219 5.7651 0.0722
```